(1)
The following is a quantum chemistry calculation of C25H41IrN2O8S2Si as an isolated structure in a non-equilibrium geometry, from the OMol25 dataset.

Last column: Löwdin spin population.
Cartesian coordinates (Å):
Ir (-0.83, 2.37, -0.11)  0.00
O (1.21, 2.29, -0.50)  0.00
C (1.68, 3.57, -0.93)  0.00
C (1.26, 4.57, 0.11)  0.00
N (-0.21, 4.54, 0.26)  0.00
C (-0.64, 4.63, 1.66)  0.00
C (-0.10, 3.43, 2.44)  0.00
O (0.36, 3.56, 3.55)  0.00
O (-0.17, 2.28, 1.81)  0.00
C (-0.90, 5.35, -0.77)  0.00
C (-1.87, 4.50, -1.56)  0.00
O (-2.98, 4.90, -1.83)  0.00
O (-1.37, 3.32, -1.88)  0.00
H (1.57, 2.07, 0.38)  0.00
H (1.20, 3.76, -1.89)  0.00
H (2.76, 3.57, -1.07)  0.00
H (1.61, 5.57, -0.17)  0.00
H (1.71, 4.33, 1.08)  0.00
H (-1.73, 4.65, 1.70)  0.00
H (-0.25, 5.52, 2.17)  0.00
H (-0.17, 5.71, -1.50)  0.00
H (-1.42, 6.20, -0.34)  0.00
S (-5.34, 2.27, -0.40)  0.01
C (-3.86, 3.00, -0.02)  0.07
N (-2.87, 2.16, 0.22)  0.00
C (-3.31, 0.87, 0.12)  0.12
C (-2.39, -0.24, 0.31)  0.05
C (-3.02, -1.57, 0.11)  0.24
C (-4.33, -1.69, -0.26)  0.01
C (-5.17, -0.58, -0.44)  0.33
C (-4.62, 0.71, -0.24)  0.01
H (-3.76, 4.07, 0.00)  0.00
H (-1.83, -0.16, 1.24)  0.02
H (-2.40, -2.44, 0.25)  0.01
H (-4.75, -2.68, -0.40)  -0.01
H (-6.21, -0.70, -0.72)  0.02
C (3.94, -0.45, -1.78)  0.00
C (3.26, -0.76, -0.47)  0.00
C (3.54, -2.20, -0.04)  0.00
C (3.68, 0.22, 0.62)  0.00
O (1.84, -0.58, -0.69)  0.00
Si (0.50, -1.31, -0.19)  0.00
S (-1.01, 0.17, -0.91)  0.08
O (0.08, -2.70, -0.88)  0.00
C (0.02, -3.26, -2.22)  0.00
C (-1.39, -3.81, -2.39)  0.00
C (0.32, -2.22, -3.29)  0.00
C (1.04, -4.39, -2.27)  0.00
O (0.23, -1.32, 1.39)  0.00
C (0.22, -2.17, 2.56)  0.00
C (0.21, -3.64, 2.16)  0.00
C (1.45, -1.84, 3.39)  0.00
C (-1.04, -1.82, 3.34)  0.00
H (5.03, -0.46, -1.66)  0.00
H (3.64, 0.54, -2.13)  0.00
H (3.67, -1.18, -2.55)  0.00
H (4.62, -2.35, 0.09)  0.00
H (3.19, -2.90, -0.80)  0.00
H (3.05, -2.43, 0.90)  0.00
H (4.69, -0.01, 0.97)  0.00
H (3.00, 0.16, 1.47)  0.00
H (3.68, 1.24, 0.23)  0.00
H (-2.12, -2.99, -2.35)  0.00
H (-1.62, -4.53, -1.60)  0.00
H (-1.49, -4.30, -3.35)  0.00
H (-0.43, -1.43, -3.30)  0.00
H (0.34, -2.70, -4.27)  0.00
H (1.30, -1.76, -3.12)  0.00
H (0.87, -5.10, -1.46)  0.00
H (2.05, -4.00, -2.19)  0.00
H (0.96, -4.92, -3.22)  0.00
H (1.07, -3.87, 1.53)  0.00
H (-0.69, -3.89, 1.60)  0.00
H (0.26, -4.27, 3.05)  0.00
H (2.36, -2.17, 2.90)  0.00
H (1.39, -2.33, 4.36)  0.00
H (1.50, -0.76, 3.56)  0.00
H (-1.94, -2.02, 2.75)  0.00
H (-1.03, -0.77, 3.62)  0.00
H (-1.10, -2.42, 4.25)  0.00

* orbital gap (spin up / spin down): 7.3 / 7.7 eV
* net charge: +1
* lowest unoccupied orbital energy (spin up / spin down): -2.96 / -3.96 eV
* HOMO level (spin up / spin down): -10.21 / -11.66 eV
* expectation value of S²: 0.79
* energy above the lowest of the compared OMol25 structures with the same formula, charge and spin: 16.8 kcal/mol
* spin multiplicity: 2

=====

(2)
The following is a quantum chemistry calculation of C25H41IrN3P2 as an isolated structure in a non-equilibrium geometry, from the OMol25 dataset.

Last column: Löwdin spin population.
Cartesian coordinates (Å):
Ir (0.16, 1.45, 1.37)  1.59
C (2.72, 2.07, 0.19)  0.26
C (1.38, 2.63, 0.34)  0.11
C (2.52, 2.60, 2.42)  0.28
C (3.36, 2.11, 1.43)  0.03
C (1.27, 3.06, 1.80)  0.09
C (3.32, 1.68, -1.09)  0.05
H (2.56, 1.30, -1.79)  0.00
H (4.04, 0.85, -0.94)  0.00
H (3.86, 2.51, -1.59)  0.02
C (4.78, 1.76, 1.68)  -0.01
H (5.24, 1.32, 0.80)  0.00
H (4.88, 1.08, 2.52)  0.00
H (5.36, 2.64, 1.93)  0.00
C (2.89, 2.82, 3.83)  0.05
H (3.46, 3.75, 3.93)  0.02
H (3.54, 2.02, 4.22)  0.00
H (2.00, 2.88, 4.47)  0.00
C (0.46, 4.23, 2.24)  0.04
H (0.52, 5.02, 1.45)  0.00
H (0.86, 4.60, 3.19)  0.00
H (-0.58, 3.91, 2.40)  0.02
C (0.53, 3.30, -0.68)  0.06
H (0.64, 4.39, -0.61)  0.01
H (-0.52, 3.02, -0.48)  0.02
H (0.84, 2.94, -1.66)  0.00
C (1.59, -2.18, -1.77)  0.00
C (1.40, -1.20, -2.69)  0.01
C (0.50, 0.00, -2.74)  0.02
C (-0.86, -0.24, -2.10)  0.12
C (-0.90, -0.17, -0.65)  0.15
C (-0.76, -1.22, 0.26)  0.03
C (0.15, -2.38, 0.27)  0.00
C (0.51, -2.95, -1.10)  0.01
H (0.31, 0.19, -3.81)  0.00
H (-1.14, -1.30, -2.38)  0.04
H (0.95, 0.95, -2.39)  0.01
H (-0.38, -2.98, -1.73)  0.01
H (2.60, -2.61, -1.68)  0.00
H (1.96, -1.32, -3.62)  0.00
H (0.76, -4.02, -0.98)  0.00
H (1.07, -2.02, 0.78)  0.00
H (-1.10, -1.00, 1.30)  0.01
H (-0.26, -3.20, 0.93)  0.00
H (-1.57, 0.46, -2.57)  0.01
H (-1.31, 0.81, -0.25)  0.02
P (-2.58, -2.38, -1.92)  0.34
C (-2.29, -4.15, -2.29)  0.05
C (-3.55, -1.88, -3.37)  0.04
P (-3.26, -0.65, 0.49)  0.10
C (-3.51, -2.27, -0.40)  0.04
C (-4.56, 0.27, -0.43)  0.01
C (-4.25, -1.17, 1.93)  0.02
H (-2.05, -4.70, -1.36)  0.00
H (-1.44, -4.25, -2.98)  0.00
H (-3.21, -4.54, -2.75)  0.01
H (-4.33, -2.65, -3.54)  0.01
H (-2.88, -1.82, -4.24)  0.00
H (-4.00, -0.87, -3.24)  0.00
H (-5.07, -1.79, 1.54)  0.00
H (-4.64, -0.28, 2.45)  0.00
H (-3.64, -1.76, 2.61)  0.00
H (-3.21, -3.08, 0.29)  0.00
H (-4.59, -2.37, -0.65)  0.02
H (-5.00, 1.00, 0.26)  0.00
H (-5.33, -0.45, -0.74)  0.00
H (-4.16, 0.79, -1.32)  0.00
N (0.73, -0.08, 2.25)  0.10
C (1.76, -0.55, 2.69)  0.08
N (2.73, -1.34, 2.77)  0.06
C (3.84, -1.30, 3.47)  0.00
N (4.86, -1.30, 4.08)  0.03

* orbital gap (spin up / spin down): 6.3 / 4.6 eV
* net charge: +1
* lowest unoccupied orbital energy (spin up / spin down): -2.83 / -5.75 eV
* HOMO level (spin up / spin down): -9.14 / -10.40 eV
* expectation value of S²: 6.05
* spin multiplicity: 5

=====

(3)
The following is a quantum chemistry calculation of C25H42BrNOP2V as an isolated structure in a non-equilibrium geometry, from the OMol25 dataset.

Last column: Löwdin spin population.
Cartesian coordinates (Å):
N (8.83, -0.77, -4.39)  0.00
C (8.19, -1.86, -3.98)  0.00
C (7.10, -1.77, -3.10)  0.00
C (6.62, -0.49, -2.71)  0.00
C (7.35, 0.63, -3.17)  0.00
C (8.46, 0.44, -4.01)  0.00
C (5.35, -0.32, -2.02)  0.02
V (2.91, 0.60, -0.72)  2.71
P (-4.08, 2.61, -1.92)  0.00
C (4.46, 0.68, -2.44)  0.00
C (3.08, 0.33, -2.76)  0.00
C (2.16, 1.41, -2.87)  0.03
C (0.79, 1.14, -2.96)  0.02
C (0.33, -0.16, -2.68)  0.06
C (1.22, -1.10, -2.08)  -0.01
C (2.60, -0.92, -2.25)  0.04
Br (-1.38, -0.69, -2.95)  0.02
H (5.07, -1.14, -1.35)  0.01
H (4.85, 1.51, -3.03)  0.00
H (6.58, -2.68, -2.82)  0.00
H (7.04, 1.64, -2.91)  0.00
H (8.54, -2.83, -4.34)  0.00
H (9.02, 1.30, -4.36)  0.00
H (2.57, 2.39, -3.14)  0.01
H (3.30, -1.74, -2.11)  0.01
H (0.10, 1.93, -3.28)  0.00
H (0.88, -2.05, -1.66)  0.00
P (1.38, 1.78, 0.66)  0.01
C (-4.07, 1.32, -3.23)  0.00
C (-5.03, 1.58, -4.39)  0.00
H (-4.36, 0.39, -2.72)  0.00
H (-3.04, 1.20, -3.58)  0.00
H (-5.02, 0.71, -5.06)  0.00
H (-6.05, 1.71, -4.03)  0.00
H (-4.74, 2.45, -4.98)  0.00
C (-2.72, 3.78, -2.30)  0.00
C (-3.25, 5.23, -2.31)  0.00
H (-2.34, 3.50, -3.30)  0.00
H (-1.92, 3.64, -1.56)  0.00
H (-2.48, 5.90, -2.72)  0.00
H (-4.15, 5.32, -2.92)  0.00
H (-3.48, 5.56, -1.29)  0.00
C (-3.69, 1.71, -0.37)  0.00
C (-4.98, 1.42, 0.42)  0.00
H (-3.02, 2.37, 0.22)  0.00
H (-3.14, 0.79, -0.62)  0.00
H (-4.76, 1.34, 1.49)  0.00
H (-5.71, 2.24, 0.29)  0.00
H (-5.45, 0.49, 0.09)  0.00
C (0.44, 1.50, 2.17)  0.01
C (0.96, 2.24, 3.40)  0.00
H (0.40, 0.41, 2.30)  0.00
H (-0.58, 1.84, 1.93)  0.00
H (1.77, 1.71, 3.91)  0.00
H (1.31, 3.26, 3.17)  0.00
H (0.14, 2.34, 4.11)  0.00
C (0.73, 3.39, 0.10)  0.00
C (1.68, 4.35, -0.60)  0.00
H (0.31, 3.84, 1.01)  0.00
H (-0.10, 3.12, -0.57)  0.00
H (2.57, 4.59, 0.01)  0.00
H (2.02, 3.98, -1.57)  0.00
H (1.14, 5.28, -0.78)  0.00
C (3.16, 2.04, 1.17)  0.03
C (3.78, 0.91, 1.97)  0.01
H (3.10, 2.99, 1.70)  0.00
H (3.75, 2.19, 0.23)  0.01
H (4.71, 1.29, 2.41)  0.00
H (3.13, 0.55, 2.77)  0.00
H (4.06, 0.07, 1.31)  0.01
O (0.45, -1.40, 1.21)  0.01
H (0.60, -2.18, 1.77)  0.00
H (-0.51, -1.36, 1.08)  0.00

* orbital gap (spin up / spin down): 4.1 / 3.9 eV
* net charge: +2
* lowest unoccupied orbital energy (spin up / spin down): -7.59 / -7.85 eV
* HOMO level (spin up / spin down): -11.71 / -11.70 eV
* expectation value of S²: 3.78
* energy above the lowest of the compared OMol25 structures with the same formula, charge and spin: 8.4 kcal/mol
* spin multiplicity: 4